6 unconnected molecules or ions with the total composition C20H52O6. Source: OMol25; level of theory: the ωB97M-V functional and the def2-TZVPD basis.

Element x y z (Å)
C 17.87 25.84 -5.39
C 16.40 25.88 -4.96
O 16.07 27.04 -4.23
C 16.27 26.96 -2.83
C 15.84 28.26 -2.21
H 18.12 24.98 -6.00
H 18.03 26.73 -6.00
H 18.41 25.84 -4.44
H 15.77 25.95 -5.86
H 16.07 24.94 -4.50
H 15.64 26.16 -2.42
H 17.30 26.65 -2.60
H 16.55 29.02 -2.56
H 15.74 28.12 -1.13
H 14.84 28.61 -2.48
C 25.13 22.39 -5.72
C 25.99 23.64 -5.71
O 25.18 24.76 -5.37
C 25.64 26.02 -5.81
C 24.55 27.05 -5.74
H 24.47 22.40 -6.60
H 25.73 21.49 -5.79
H 24.53 22.29 -4.81
H 26.65 23.58 -4.82
H 26.59 23.69 -6.62
H 26.54 26.34 -5.24
H 26.12 25.97 -6.80
H 24.93 28.07 -5.91
H 24.19 27.15 -4.71
H 23.67 26.92 -6.36
C 22.32 25.51 -3.16
C 22.11 24.15 -3.76
C 20.69 23.64 -3.59
O 22.35 24.24 -5.17
H 23.37 25.82 -3.14
H 21.99 25.52 -2.12
H 21.75 26.27 -3.70
H 22.79 23.45 -3.25
H 19.92 24.30 -3.99
H 20.42 23.62 -2.52
H 20.52 22.60 -3.85
H 23.29 24.48 -5.26
C 15.73 22.96 -1.71
C 16.54 22.08 -2.66
C 17.89 21.65 -2.08
O 15.80 20.92 -3.04
H 15.84 22.55 -0.71
H 14.73 23.08 -2.11
H 16.22 23.94 -1.68
H 16.75 22.58 -3.61
H 17.82 21.14 -1.11
H 18.50 22.53 -1.88
H 18.38 20.95 -2.75
H 16.04 20.18 -2.48
C 23.32 21.93 0.04
C 23.51 20.49 -0.47
C 23.89 20.45 -1.94
O 24.44 19.76 0.36
H 24.01 22.55 -0.55
H 23.58 22.06 1.08
H 22.32 22.28 -0.22
H 22.61 19.88 -0.30
H 24.61 19.67 -2.22
H 24.37 21.33 -2.37
H 23.02 20.14 -2.53
H 25.29 19.70 -0.09
C 25.30 26.66 -0.42
C 26.55 25.88 -0.80
C 27.37 26.45 -1.95
O 27.47 25.83 0.31
H 24.62 26.06 0.19
H 24.80 26.96 -1.33
H 25.57 27.50 0.23
H 26.27 24.84 -1.02
H 26.80 26.96 -2.74
H 28.01 25.70 -2.40
H 27.93 27.30 -1.54
H 26.98 26.00 1.12

- Kohn-Sham gap (eV) = 10.21
- HOMO level (eV) = -9.64
- molecular weight (g mol⁻¹) = 388.63
- SMILES = CC(C)O.CC(C)O.CC(C)O.CC(C)O.CCOCC.CCOCC
- LUMO level (eV) = 0.57
- energy (a.u.) = -1244.55519